(1)
Density functional theory data (ωB97M-V with the def2-TZVPD basis set) for a molecular structure, C42H46FeNO2S2Sb2Te at a distorted geometry.

Cartesian coordinates (Å):
Te 14.488 11.709 18.123
Sb 10.282 11.867 13.278
Sb 9.019 14.728 15.625
Fe 10.851 11.925 18.366
S 10.945 14.314 18.415
S 10.697 11.993 20.744
O 10.574 8.393 16.532
O 10.931 10.543 17.030
N 8.549 11.947 18.133
C 11.398 13.160 9.102
C 15.546 7.901 19.657
C 11.550 14.695 13.797
C 10.596 14.106 22.570
C 10.263 12.844 8.400
C 10.917 14.665 20.146
C 7.383 17.299 12.319
C 7.147 16.011 17.649
C 15.003 8.897 18.858
C 10.320 12.414 11.160
C 9.182 12.095 10.417
C 11.367 10.033 13.146
C 10.935 16.135 20.501
C 10.634 8.869 13.327
C 8.569 18.253 18.501
C 8.319 16.323 17.000
C 13.303 8.639 12.706
C 10.194 9.493 16.888
C 8.729 9.718 17.212
C 11.231 7.594 13.280
C 7.392 17.888 19.146
C 16.660 6.942 17.724
C 11.414 12.965 10.494
C 11.015 15.412 14.985
C 9.171 12.274 9.048
C 16.343 6.892 19.077
C 6.787 16.376 11.466
C 7.985 16.876 13.497
C 14.038 9.979 19.323
C 8.187 11.123 17.020
C 15.324 8.943 17.478
C 11.845 13.189 14.001
C 14.811 10.105 16.687
C 8.987 17.492 17.403
C 8.049 15.501 13.809
C 12.562 7.510 12.926
C 6.677 16.759 18.736
C 12.732 9.905 12.877
C 16.119 7.946 16.945
C 7.445 14.588 12.965
C 6.801 15.027 11.808
C 10.817 13.737 21.104
H 10.732 13.218 23.174
H 6.281 14.300 11.233
H 15.373 7.900 20.729
H 11.345 14.818 22.938
H 17.264 6.163 17.300
H 9.175 19.072 18.885
H 7.111 11.068 16.869
H 10.843 14.771 12.930
H 8.319 11.606 10.905
H 8.377 17.581 14.231
H 7.477 13.514 13.200
H 9.933 17.753 16.974
H 7.079 18.471 20.031
H 14.192 10.236 20.380
H 12.289 13.507 8.591
H 16.751 6.100 19.707
H 9.985 16.533 20.159
H 12.778 12.958 13.509
H 15.454 10.475 15.913
H 14.337 8.530 12.413
H 7.323 18.380 12.122
H 8.647 9.414 18.276
H 10.198 13.030 7.339
H 6.583 15.136 17.377
H 8.443 12.946 17.928
H 13.004 9.624 19.132
H 8.110 9.013 16.657
H 10.955 16.504 14.796
H 10.665 6.741 13.502
H 13.322 10.778 12.739
H 9.565 8.963 13.509
H 13.083 6.535 12.831
H 11.734 16.557 19.887
H 12.439 15.213 13.447
H 11.948 12.999 15.075
H 8.630 11.564 16.137
H 8.064 11.714 18.997
H 13.856 9.873 16.281
H 6.296 16.679 10.587
H 8.307 12.020 8.508
H 9.574 14.540 22.678
H 11.629 15.259 15.867
H 12.347 13.243 11.056
H 16.424 8.066 15.901
H 5.815 16.439 19.312
H 11.074 16.323 21.565

Cartesian forces (eV/Å) of the 2 atoms listed first:
Te -0.393 -0.748 -0.153
Sb -0.014 0.365 -0.040

Values from the calculation:
- <S²> = 6.012
- multiplicity = 5
- relative energy (zero: lowest compared OMol25 entry of this formula, charge and spin) (kcal per mole) = 0.0
- net charge = -1
- DFT total energy (eV) = -126313.2302
- E_HOMO (alpha / beta) (eV) = -3.65 / -3.76
- Kohn-Sham gap (alpha / beta) (eV) = 5.90 / 6.00

Mulliken atomic charge list, values in e, 4 entries: 0.000 0.373 0.116 0.635



(2)
Density functional theory data (ωB97M-V with the def2-TZVPD basis set) for 5 unconnected molecules or ions with the total composition C12H26BO11S at a distorted geometry.

Cartesian coordinates (Å):
S -1.639 1.005 0.229
O 2.835 -1.633 4.761
O -3.052 0.635 -0.109
O -0.768 0.881 -1.132
O -1.486 2.504 0.987
O -3.632 1.166 -4.583
O 6.019 2.175 6.051
O -1.360 5.343 1.870
O -3.311 -3.306 -4.568
O -1.968 3.537 0.196
O -0.204 5.297 -0.266
O -1.085 0.001 1.218
C 2.319 -1.826 3.674
C 2.839 -2.891 2.744
C -3.217 -3.015 -3.387
C 7.812 0.659 5.689
C -3.915 0.947 -5.740
C -3.859 2.038 -6.779
C 6.359 1.058 5.714
C -4.009 -3.751 -2.338
C -4.338 -0.423 -6.198
C 1.143 -1.016 3.207
C -2.309 -1.913 -2.915
C 5.349 0.020 5.305
B -1.202 4.711 0.583
H -3.331 -4.233 -1.631
H 2.057 -3.627 2.549
H -1.801 -1.470 -3.773
H -4.620 -4.518 -2.817
H 7.981 -0.174 6.375
H -0.433 5.552 2.122
H -4.848 2.188 -7.216
H 8.426 1.504 6.007
H 0.287 -1.670 3.031
H -0.446 5.204 -1.205
H -3.139 1.775 -7.556
H -3.640 -0.797 -6.950
H 5.409 -0.840 5.974
H 1.400 -0.480 2.291
H 3.171 -2.437 1.808
H -5.349 -0.382 -6.609
H -3.540 2.970 -6.307
H -1.557 -2.316 -2.233
H 3.688 -3.396 3.209
H 5.532 -0.291 4.274
H -4.334 -1.107 -5.349
H -2.893 -1.137 -2.415
H 8.103 0.377 4.675
H 0.876 -0.288 3.974
H -4.667 -3.055 -1.814
H 4.347 0.443 5.370

Cartesian forces (eV/Å) of the 2 atoms listed first:
S 1.356 -6.770 -5.009
O -0.021 -0.213 -0.329

Values from the calculation:
- net charge = -1
- DFT total energy (eV) = -46900.9929
- E_HOMO (eV) = -5.37
- Kohn-Sham gap (eV) = 7.83

Mulliken atomic charge list, values in e, 4 entries: 1.158 -0.585 -0.668 -0.702



(3)
Density functional theory data (ωB97M-V with the def2-TZVPD basis set) for 13 unconnected molecules or ions with the total composition C46H124F3N10O14 at a distorted geometry.

Cartesian coordinates (Å):
F -2.735 -1.880 -2.229
F -2.151 -2.217 -0.096
F -1.330 -3.463 -1.669
O -6.690 -2.238 -4.348
O -5.119 3.790 -2.503
O 1.382 1.551 -3.214
O 0.336 -1.117 -2.632
O 5.133 4.725 1.472
O -1.679 -4.271 -5.709
O -1.510 -0.057 5.857
O 6.520 -5.438 0.844
O 0.965 4.360 5.861
O 2.226 -3.142 -2.986
O 5.108 -1.076 3.485
O 0.429 -1.434 -0.373
O -1.192 2.691 0.689
O -6.429 -1.431 0.336
N -7.671 -4.930 0.427
N -2.654 -3.175 7.268
N -6.739 0.791 -6.555
N -0.668 -0.789 -5.417
N 4.223 -3.888 1.414
N 6.550 2.452 1.034
N 3.707 3.048 3.919
N 0.712 4.084 -2.314
N -4.741 2.546 -5.106
N 8.366 0.161 2.056
C -8.665 -0.204 -5.380
C -0.870 -2.029 -6.097
C 7.289 -0.735 2.443
C -2.474 -1.773 7.150
C 5.435 2.727 0.196
C -2.402 1.973 0.999
C -1.043 3.092 -0.678
C 0.945 -0.254 0.367
C 7.809 -6.079 1.093
C -6.225 -1.927 -3.062
C 2.414 3.695 4.194
C -1.484 -1.468 6.073
C 5.164 4.255 0.110
C 6.480 -4.097 0.380
C -6.324 -1.309 -5.384
C 8.080 -1.912 3.117
C -1.989 -1.279 8.536
C -6.459 -2.868 0.595
C -7.091 -0.035 -5.418
C -2.287 -5.353 -5.062
C 4.741 6.081 1.667
C 4.999 -3.713 0.166
C 0.333 3.811 -0.904
C 0.699 4.567 7.246
C -3.998 2.960 -2.731
C -0.470 -1.249 -1.467
C -1.697 -2.243 -1.367
C 4.769 -2.295 -0.381
C 2.100 3.565 5.692
C -1.496 -3.029 -5.056
C 6.193 -0.210 3.367
C -4.783 5.060 -1.903
C 3.390 -2.596 -3.552
C 1.381 3.123 3.230
C 2.795 1.764 -3.521
C -7.792 -3.474 0.238
C 4.209 1.917 0.591
C 4.073 -0.482 4.271
C 1.685 -0.659 1.638
C 0.466 5.123 -0.138
C -8.955 -2.930 1.074
C -4.366 1.882 -3.854
C -0.778 0.349 4.632
C 0.425 -2.529 -6.687
C -3.338 0.821 -4.179
C -5.251 -0.840 0.819
H -2.416 1.876 2.085
H 6.942 -3.445 1.121
H -1.612 -1.837 -6.872
H 1.520 0.424 -0.264
H 0.345 4.942 0.930
H 8.350 -5.612 1.916
H 4.226 -3.296 -3.519
H 3.167 -2.385 -4.597
H -6.928 -5.234 -0.186
H -3.353 -5.125 -5.055
H 3.708 -2.107 -0.539
H 4.409 3.460 4.518
H 0.039 0.267 0.677
H -1.178 2.250 -1.357
H -8.940 -0.688 -6.317
H 0.423 3.556 3.519
H -1.527 -0.597 -4.921
H 7.543 -7.090 1.403
H 1.690 4.331 -2.253
H -8.780 -2.973 2.149
H 2.585 4.754 3.999
H 1.677 -2.383 -2.772
H -3.408 -1.334 6.798
H -9.815 -3.521 0.758
H 1.057 3.093 -0.520
H 6.026 4.776 -0.306
H 8.405 -1.617 4.115
H -9.171 0.757 -5.472
H -9.018 -0.666 -4.458
H -3.616 0.225 -5.048
H 0.613 3.687 7.884
H -2.837 -1.308 9.220
H -2.057 -6.300 -5.551
H 4.253 4.555 -0.408
H 4.582 -3.180 2.039
H 6.223 2.626 1.973
H -2.183 -5.462 -3.983
H 2.269 0.137 2.100
H 3.446 1.328 -2.763
H 8.412 -6.108 0.185
H -3.176 0.362 -3.203
H 4.436 -0.368 5.293
H -5.683 -3.391 0.036
H -1.785 -3.689 7.287
H 2.407 -1.463 1.493
H -5.463 0.229 0.860
H -0.844 1.436 4.578
H -2.352 0.966 0.586
H -1.844 -0.204 8.438
H 3.854 0.477 3.804
H 6.809 -1.048 1.515
H 3.753 2.288 1.508
H -6.778 0.454 -4.495
H 1.579 3.463 2.214
H -4.390 -0.971 0.164
H 2.928 2.846 -3.538
H 9.043 -0.316 1.477
H 0.234 -0.057 4.616
H -1.743 3.837 -1.055
H 3.173 -1.093 4.209
H -3.586 2.483 -1.842
H -5.184 3.359 -4.702
H 5.585 2.359 -0.818
H -6.248 -3.029 1.652
H -5.743 0.897 -6.423
H 0.673 3.191 -2.785
H 4.418 0.857 0.739
H 1.858 2.517 5.873
H -7.879 -3.382 -0.845
H 5.028 6.305 2.694
H 5.322 6.667 0.955
H 3.469 1.942 -0.210
H 4.611 -4.410 -0.578
H -6.420 -2.746 -2.369
H 1.064 -2.849 -5.864
H -4.341 4.821 -0.936
H 5.141 -1.544 0.316
H 3.105 1.228 -4.418
H -3.101 3.434 -3.129
H 5.819 0.707 2.910
H -1.051 -1.708 8.890
H 0.085 -0.898 -4.753
H 5.393 -2.153 -1.263
H 7.066 -4.000 -0.534
H 0.954 -1.084 2.327
H 0.184 -3.424 -7.260
H 3.003 3.897 6.206
H 0.802 -1.716 -7.307
H 7.165 3.245 0.916
H -2.445 -2.753 -4.598
H -0.439 -1.716 6.257
H -0.841 -3.098 -4.188
H 1.105 0.636 -3.127
H -5.268 -1.039 -5.403
H -0.248 5.100 7.161
H -2.412 1.340 -4.424
H 3.726 -1.678 -3.070
H -5.719 5.599 -1.753
H 6.681 0.067 4.302
H -7.229 -5.015 1.332
H -3.848 2.868 -5.451
H -6.776 -1.075 -2.664
H 1.316 2.037 3.288
H 4.086 3.286 3.014
H -6.441 -1.847 -6.324
H -4.262 5.779 -2.535
H -1.236 -0.049 3.726
H -5.260 1.406 -3.450
H -1.903 -1.975 5.204
H 1.470 5.526 -0.267
H -3.247 -3.523 6.527
H 4.429 -4.756 1.886
H 7.940 0.828 1.428
H 8.890 -2.221 2.456
H -5.167 -1.666 -3.076
H -9.182 -1.893 0.826
H -4.984 -1.038 1.857
H -7.100 1.721 -6.399
H -3.270 2.532 0.650
H 1.443 5.242 7.670
H -1.011 -0.318 -1.298
H -0.305 5.829 -0.445
H 3.675 6.279 1.551
H 7.426 -2.763 3.304

Cartesian forces (eV/Å) of the 2 atoms listed first:
F 1.037 -0.350 1.298
F -0.604 -0.101 -0.452

Values from the calculation:
- net charge = -1
- DFT total energy (eV) = -101424.6903
- E_HOMO (eV) = -5.49
- Kohn-Sham gap (eV) = 7.37

Mulliken atomic charge list, values in e, 4 entries: -0.091 -0.255 -0.306 -0.450



(4)
Density functional theory data (ωB97M-V with the def2-TZVPD basis set) for a single C5H11N molecule at a distorted geometry.

Cartesian coordinates (Å):
N -0.043 1.662 -0.542
C 0.133 0.228 -0.226
C -1.203 -0.391 0.187
C 0.635 -0.525 -1.483
C 1.257 0.171 0.742
C -1.546 -0.780 1.449
H -1.886 -0.499 -0.654
H 2.119 0.693 0.340
H 1.546 -0.857 0.981
H -2.460 -1.330 1.580
H 0.054 -0.244 -2.416
H -0.430 2.177 0.233
H 1.702 -0.109 -1.584
H 1.059 0.576 1.735
H 0.678 -1.671 -1.390
H -0.826 -0.795 2.283
H -0.790 1.693 -1.237

Cartesian forces (eV/Å) of the 2 atoms listed first:
N -0.486 -0.418 -1.291
C -0.845 -0.280 -0.351

Values from the calculation:
- relative energy (zero: lowest compared OMol25 entry of this formula, charge and spin) (kcal per mole) = 23.1
- net charge = 0
- DFT total energy (eV) = -6852.5280
- E_HOMO (eV) = -9.19
- Kohn-Sham gap (eV) = 10.23

Mulliken atomic charge list, values in e, 4 entries: -0.719 1.782 -0.593 -1.445



(5)
Density functional theory data (ωB97M-V with the def2-TZVPD basis set) for a gas-phase ion, C3H9N2S (charge -1) at a distorted geometry.

Cartesian coordinates (Å):
S -1.052 -3.394 -1.173
N 0.392 0.183 0.217
N 0.628 2.516 0.691
C 0.161 -2.203 -0.586
C -0.572 -0.830 -0.083
C -0.384 1.577 0.261
H 0.679 -2.699 0.314
H 1.002 -1.887 -1.421
H 1.159 0.154 -0.459
H -1.097 1.599 1.126
H 1.485 2.464 0.087
H 0.737 2.445 1.601
H -1.331 -0.568 -0.853
H -0.891 1.795 -0.611
H -0.915 -1.153 0.889

Cartesian forces (eV/Å) of the 2 atoms listed first:
S -0.095 -0.148 -0.348
N -1.843 2.482 0.172

Values from the calculation:
- relative energy (zero: lowest compared OMol25 entry of this formula, charge and spin) (kcal per mole) = 48.1
- net charge = -1
- DFT total energy (eV) = -17071.4410
- E_HOMO (eV) = -2.22
- Kohn-Sham gap (eV) = 5.96

Mulliken atomic charge list, values in e, 4 entries: -0.683 -0.404 -0.602 -0.533



(6)
Density functional theory data (ωB97M-V with the def2-TZVPD basis set) for 2 unconnected molecules or ions with the total composition C5H13N.

Cartesian coordinates (Å):
N -2.281 0.602 -1.327
C 1.707 1.186 -0.199
C -2.032 -0.305 0.934
C -1.868 -0.362 -0.380
C 2.323 -1.231 0.294
C 1.584 0.015 0.790
H 1.894 0.364 1.773
H 1.630 -1.971 -0.096
H 0.869 1.865 -0.048
H 3.020 -0.966 -0.501
H 2.892 -1.736 1.077
H -2.374 0.618 1.392
H -1.399 -1.245 -0.808
H -2.451 0.145 -2.219
H 0.517 -0.200 0.798
H 1.563 0.824 -1.221
H -3.195 0.958 -1.060
H 2.634 1.753 -0.151
H -1.528 -1.060 1.519

Cartesian forces (eV/Å) of the 2 atoms listed first:
N -0.673 -0.657 -0.026
C -0.582 -0.124 -0.162

Values from the calculation:
- relative energy (zero: lowest compared OMol25 entry of this formula, charge and spin) (kcal per mole) = 28.6
- net charge = 0
- DFT total energy (eV) = -6884.9588
- E_HOMO (eV) = -8.72
- Kohn-Sham gap (eV) = 9.77

Mulliken atomic charge list, values in e, 4 entries: -0.578 -1.364 -0.785 0.028